ORCA calculation (the ωB97M-V functional and the def2-TZVPD basis) on an isolated molecule of C9H13N3 in a non-equilibrium geometry.

The geometry in XYZ format:
```
25
Properties=species:S:1:pos:R:3:forces:R:3
C -2.796359 1.188438 0.649459 -1.598 -0.343 -0.565
C -1.468900 1.547826 0.680314 -0.696 -1.771 -0.665
C -3.103659 -0.144451 0.301671 -0.794 0.144 -0.025
C -0.559286 0.602911 0.278502 1.452 0.702 0.312
C -0.894110 -0.729370 0.089393 -0.944 -0.272 -1.136
C 0.903050 0.990000 -0.015145 -1.667 1.456 0.354
C 1.065255 1.374795 -1.510990 -0.440 4.775 2.026
C 0.562768 -2.466374 -1.093976 2.236 1.736 1.386
C 2.112839 -0.441074 1.538676 0.932 -0.556 1.032
N -2.207595 -1.099083 0.020466 0.766 0.229 0.508
N 0.165801 -1.604625 -0.013350 0.735 1.197 1.540
N 1.730834 -0.105090 0.227693 -0.209 -2.150 -1.305
H -3.637973 1.917402 0.679818 0.855 -0.637 0.541
H -1.114530 2.470367 0.987752 0.381 1.941 0.259
H -4.195432 -0.445142 0.271082 1.458 0.249 -0.122
H 1.032840 1.858317 0.719468 0.600 -0.851 -0.993
H 2.079424 1.378410 -1.763788 1.739 -0.062 -0.223
H 0.703760 2.486723 -1.776676 0.447 -2.433 0.804
H 0.598566 0.737214 -2.145753 -1.700 -2.085 -1.706
H 1.657826 -2.686998 -0.808448 -1.443 0.157 -0.819
H 0.048605 -3.392566 -0.899522 -0.611 -0.412 -1.104
H 0.562289 -1.822383 -1.998306 -0.392 -1.509 -0.247
H 2.225959 -1.583469 1.538192 -0.109 1.715 0.498
H 3.148977 0.028950 1.757147 -1.492 -0.689 -0.314
H 1.379048 -0.060738 2.286332 0.495 -0.530 -0.037
```
Positions in Å, forces in eV/Å.

Properties
Maximum force = 5.2 eV Å⁻¹
Relative energy (zero: lowest compared OMol25 entry of this formula, charge and spin) = 355.1 kJ/mol
Frontier orbital gap (alpha / beta) = 8.18 / 7.94 eV
Molecular weight = 163.224 g mol⁻¹
Charge = 0
LUMO energy (alpha / beta) = -0.10 / -0.20 eV